Below is C58H65BBrF9N7P2SSiSr as an isolated structure, with properties calculated with ωB97M-V/def2-TZVPD.

Results
total charge = -1
LUMO = 1.75 eV
orbital gap = 6.28 eV
largest force on an atom = 0.01581 Eh/bohr
energy relative to the best compared isomer or geometry (same formula, charge and spin) = 32.0 kcal/mol
E_HOMO = -4.524 eV

The geometry in XYZ format:
```
146
Properties=species:S:1:pos:R:3:forces:R:3
Sr 0.619972 1.339036 1.560386 -0.010 -0.008 0.086
C 0.653080 3.744993 0.602097 -0.132 -0.057 -0.592
Si -0.082207 4.463839 -0.912577 -0.019 0.280 0.763
C -1.782640 3.694790 -1.384084 0.300 -0.165 -0.001
N -1.795064 2.217368 -1.323032 0.111 0.046 0.051
C -1.669452 1.557468 -2.619446 -0.039 -0.274 -0.003
C -3.018875 1.108512 -3.228927 0.002 0.210 0.044
C -4.166397 1.981135 -2.724185 0.014 -0.066 -0.013
C -4.277371 1.899587 -1.195132 0.160 0.054 0.012
C -2.892570 1.636006 -0.568759 -0.107 0.016 -0.198
C -0.525248 6.300219 -0.574262 0.003 -0.082 -0.209
C -1.431302 6.613239 0.443024 -0.036 0.018 -0.046
C -1.675977 7.922057 0.829269 -0.065 0.030 0.029
C -1.012845 8.966851 0.199981 0.015 -0.003 -0.031
C -0.117623 8.684094 -0.820644 0.004 0.101 0.005
C 0.122544 7.369107 -1.196772 -0.043 -0.047 -0.046
C 1.068584 4.558162 -2.413822 0.031 -0.163 0.167
C 0.625844 4.872125 -3.698952 -0.114 -0.036 -0.020
C 1.514676 5.049679 -4.749781 0.040 0.044 -0.099
C 2.880468 4.920748 -4.537042 -0.053 -0.003 0.111
C 3.341688 4.598946 -3.268584 0.073 0.071 -0.090
C 2.444826 4.419355 -2.225181 0.049 0.052 0.079
H 0.167200 4.190454 1.479694 -0.051 0.083 -0.016
H 1.719519 3.983615 0.683200 0.023 0.034 -0.066
H -2.104875 4.043494 -2.374712 -0.044 0.102 0.042
H -2.520318 4.097240 -0.681561 -0.013 -0.008 0.032
H -1.036073 0.670034 -2.494292 0.021 0.054 -0.091
H -1.139435 2.226974 -3.299873 0.015 0.017 0.040
H -3.215659 0.067291 -2.958119 -0.021 -0.048 -0.032
H -2.965293 1.158921 -4.319361 0.026 -0.108 -0.006
H -5.105683 1.680033 -3.193676 -0.007 0.037 -0.004
H -3.978890 3.014943 -3.022575 -0.035 0.006 -0.001
H -4.961513 1.100956 -0.893331 -0.040 0.005 -0.015
H -4.684584 2.836648 -0.809054 -0.058 -0.036 0.035
H -2.700218 0.557162 -0.531756 -0.055 0.029 0.038
H -2.870785 2.003618 0.456359 0.036 -0.062 0.061
H -1.949984 5.815457 0.963807 0.002 0.016 0.043
H -2.384068 8.129825 1.623246 0.020 -0.015 0.019
H -1.185988 9.991589 0.505987 -0.033 -0.002 -0.010
H 0.394433 9.494991 -1.326377 0.038 -0.016 0.014
H 0.836494 7.168647 -1.988055 0.000 0.022 -0.010
H -0.436898 4.992085 -3.889060 -0.005 0.014 0.014
H 1.147174 5.295500 -5.739569 -0.034 -0.008 0.011
H 3.578433 5.061449 -5.353284 -0.010 -0.010 -0.012
H 4.405482 4.490340 -3.094499 -0.007 -0.034 0.033
H 2.824715 4.159915 -1.243048 0.001 -0.009 -0.003
B -1.023985 1.937966 5.662975 -0.043 0.053 0.019
N 0.351411 1.312361 5.301873 0.242 0.119 0.167
C 1.305913 1.091826 6.218067 0.109 -0.080 -0.090
C 2.323502 0.358870 5.633135 -0.002 -0.035 0.066
C 1.889543 0.175245 4.320543 -0.048 -0.076 0.139
N 0.705823 0.759293 4.134729 -0.027 -0.137 -0.406
N -1.840615 2.365073 4.417929 -0.319 -0.145 0.002
C -3.160577 2.615281 4.477620 -0.039 0.079 -0.167
C -3.539151 3.250917 3.309299 -0.026 -0.020 0.036
C -2.349022 3.337903 2.578430 -0.079 0.021 0.121
N -1.337860 2.801216 3.255559 0.495 -0.093 -0.321
H -0.805659 2.914199 6.343150 0.040 0.002 0.123
H -1.689528 1.116228 6.260929 -0.077 -0.025 0.029
H 1.202715 1.460339 7.224751 -0.062 0.048 -0.011
H 3.240399 0.023805 6.085744 -0.004 0.007 0.011
H 2.354082 -0.366148 3.510013 0.093 0.119 -0.013
H -3.742545 2.328048 5.337671 0.065 0.019 0.058
H -4.520492 3.596652 3.032135 -0.009 -0.009 0.001
H -2.171565 3.775409 1.610050 0.048 -0.051 -0.033
F 2.359375 0.671352 -7.631982 0.057 0.051 -0.086
C 1.994800 0.070415 -6.503103 -0.063 -0.108 0.131
C 1.556170 -1.240052 -6.529239 -0.010 -0.017 0.009
F 1.516791 -1.906515 -7.684933 0.008 -0.017 -0.075
C 1.165503 -1.852413 -5.354121 0.033 0.118 0.160
F 0.784738 -3.131249 -5.438882 -0.053 -0.054 -0.096
C 1.172617 -1.191122 -4.130755 -0.103 0.284 0.062
P 0.638592 -1.982642 -2.539762 0.269 -0.151 -0.326
C 2.000131 -3.227425 -2.534784 -0.168 -0.072 0.239
C 3.169409 -2.799295 -1.907056 -0.173 0.039 0.084
C 4.277981 -3.626548 -1.836785 0.055 0.019 -0.008
C 4.224885 -4.901187 -2.382157 0.008 0.016 -0.010
C 3.062065 -5.335021 -3.004301 0.015 -0.081 0.001
C 1.953213 -4.503876 -3.085638 0.050 -0.063 0.010
C -0.836495 -2.924784 -3.086690 -0.028 0.039 0.157
C -1.747109 -2.407598 -4.005569 0.052 0.016 0.013
C -2.922482 -3.084082 -4.291426 -0.064 -0.001 -0.009
C -3.219411 -4.276721 -3.647604 -0.027 0.003 0.017
C -2.337998 -4.781401 -2.703056 -0.031 -0.016 -0.009
C -1.163103 -4.104154 -2.417966 0.074 0.016 0.059
C 1.654911 0.125001 -4.117767 -0.124 -0.069 0.018
Br 1.823815 1.135348 -2.533279 0.009 -0.104 -0.185
C 2.054514 0.740503 -5.296186 -0.012 0.110 0.165
F 2.495854 1.995714 -5.293316 0.039 -0.048 -0.100
H 3.201885 -1.811719 -1.464826 0.011 -0.086 0.034
H 5.173184 -3.270988 -1.342483 0.006 -0.002 -0.003
H 5.087641 -5.554092 -2.329092 -0.010 -0.001 0.017
H 3.019716 -6.330877 -3.429896 -0.017 0.023 -0.023
H 1.061406 -4.857846 -3.584770 -0.012 0.022 0.006
H -1.540526 -1.467858 -4.504428 0.026 -0.001 -0.037
H -3.611505 -2.679180 -5.022164 0.001 0.030 0.015
H -4.139769 -4.802307 -3.867604 0.004 -0.002 -0.027
H -2.567747 -5.706661 -2.188670 0.007 0.010 0.030
H -0.485959 -4.490520 -1.664420 -0.059 0.035 -0.071
F 3.998247 0.989401 2.245594 0.108 -0.044 0.042
C 3.506241 0.900116 0.918114 -0.521 0.173 0.170
F 3.663476 2.222086 0.448078 0.083 -0.001 -0.157
C 4.616950 0.141938 0.209759 0.261 -0.292 -0.026
F 5.853356 0.694094 0.271236 -0.173 0.018 0.087
F 4.360361 -0.025164 -1.105696 0.042 0.181 0.093
F 4.745510 -1.106456 0.731415 -0.030 0.118 -0.050
C -3.708624 -0.478368 2.872155 0.092 0.174 -0.183
P -2.196919 -1.078557 1.998082 -0.326 -0.336 0.223
C -3.005520 -2.122921 0.711702 0.254 0.215 0.004
C -1.741844 -2.335720 3.259016 0.146 0.120 -0.033
C -1.928259 -3.708828 3.145261 -0.058 0.063 -0.024
C -1.489834 -4.560609 4.150066 -0.006 -0.076 -0.035
C -0.848350 -4.055040 5.270176 -0.017 -0.022 0.020
C -0.680161 -2.683463 5.403705 0.038 -0.057 0.043
C -1.131887 -1.834587 4.407689 -0.076 -0.059 0.026
H -4.370005 -1.313486 3.107682 0.010 -0.025 -0.016
H -4.238126 0.247961 2.253374 0.008 0.047 0.024
H -3.408211 0.016013 3.795034 -0.016 0.034 -0.012
H -3.771063 -2.775337 1.133388 0.007 -0.020 -0.007
H -2.235378 -2.706941 0.207102 -0.020 -0.110 -0.069
H -3.466233 -1.470320 -0.031853 -0.022 -0.018 0.012
H -2.416997 -4.126067 2.272981 0.027 -0.009 -0.004
H -1.644963 -5.628787 4.052779 0.008 0.010 0.014
H -0.493177 -4.727380 6.041645 0.005 0.002 0.003
H -0.183483 -2.274425 6.275018 -0.029 0.032 0.001
H -1.001183 -0.767891 4.510598 0.064 0.042 0.041
C -0.698262 -6.864067 1.157158 0.115 0.105 -0.018
C 0.029289 -5.577192 0.802324 0.015 -0.054 0.158
N 1.133001 -5.347543 1.720181 0.083 0.040 -0.113
C 1.716291 -4.120092 1.882542 0.022 -0.219 0.071
S 1.032722 -2.724036 1.292913 -0.177 0.305 -0.306
N 2.877299 -4.144309 2.565680 0.035 -0.077 0.016
C 3.672035 -2.983624 2.929912 0.054 0.045 0.186
C 3.689983 -2.759196 4.436339 -0.082 -0.025 -0.171
H -1.548719 -7.008933 0.490843 0.011 -0.038 -0.023
H -1.064063 -6.829850 2.183459 0.013 -0.014 -0.011
H -0.031635 -7.723302 1.050380 -0.064 -0.063 0.024
H -0.627264 -4.715330 0.888049 -0.053 -0.001 -0.085
H 0.395631 -5.625946 -0.229296 0.021 0.050 0.023
H 1.728158 -6.149352 1.867155 0.037 0.031 0.057
H 3.175873 -5.023869 2.956907 -0.059 -0.033 -0.012
H 3.240969 -2.122720 2.426146 0.067 -0.061 -0.090
H 4.686669 -3.122405 2.549172 -0.038 0.053 -0.033
H 2.674909 -2.595537 4.801051 0.019 -0.006 0.043
H 4.283801 -1.872759 4.660411 0.025 -0.021 0.057
H 4.122613 -3.614379 4.961014 0.016 0.010 0.036
```
Forces are in eV/Å.

Mulliken atomic charge list, values in e, 6 entries: atom 1 (Sr): 2.184, atom 2 (C): -1.431, atom 3 (Si): 0.198, atom 4 (C): -0.864, atom 5 (N): 0.963, atom 6 (C): -0.320